(1)
C5H36NO15 | ωB97M-V/def2-TZVPD

Cartesian coordinates (Å):
O  -0.33  1.37  2.21
C  -1.08  1.42  1.24
N  -1.53  0.27  0.69
C  -1.82  0.12  -0.72
C  -0.73  0.34  -1.81
C  -0.12  -1.01  -2.22
O  1.29  -1.04  -2.15
C  -1.84  2.65  0.87
H  -1.17  -0.51  1.26
H  -2.68  0.72  -1.14
H  -2.27  -0.90  -0.86
H  -1.21  0.91  -2.59
H  0.08  1.00  -1.52
H  -0.67  -1.80  -1.77
H  -0.30  -1.18  -3.32
H  -2.81  2.65  1.38
H  -2.06  2.77  -0.19
H  -1.33  3.65  1.17
H  -1.11  -3.11  -0.26
H  -1.35  -4.49  -0.71
O  -1.81  -3.66  -0.68
H  0.30  2.98  -2.88
H  -0.06  3.17  -1.33
O  -0.37  3.27  -2.24
H  1.34  1.74  -0.01
H  1.73  3.00  0.67
O  1.29  2.76  -0.16
H  1.55  -0.33  -1.38
H  2.79  -2.83  0.52
O  3.21  -1.99  0.69
H  -3.16  -2.05  -2.47
H  -2.19  -3.10  -2.28
O  -2.49  -2.44  -3.00
H  2.74  -1.11  0.44
H  2.72  0.63  -0.53
O  1.95  0.26  -0.15
H  1.35  -0.34  1.34
H  1.96  -1.50  2.31
O  1.24  -0.89  2.17
H  -4.03  -1.71  0.46
H  -3.46  -0.48  1.14
O  -4.25  -1.07  1.11
H  2.00  1.53  -3.07
H  2.00  2.43  -1.88
O  2.34  2.39  -2.80
H  -1.08  -2.39  2.84
H  -0.22  -1.38  2.34
O  -0.85  -2.11  1.96
H  1.25  -2.40  -0.80
H  0.58  -2.24  0.59
O  0.69  -2.94  -0.14
H  3.09  2.71  2.79
H  2.70  1.75  1.65
O  2.97  2.62  1.85
H  1.74  0.46  4.62
H  1.47  0.61  2.96
O  2.04  0.79  3.80

Results
largest force on an atom: 0.0708 Eh/bohr
spin multiplicity: 2
lowest unoccupied orbital energy (alpha / beta): -0.1 / -5.8 eV
<S²>: 0.755
total charge: 0
frontier orbital gap (alpha / beta): 10.45 / 4.66 eV

***

(2)
C5H37NO14 | ωB97M-V/def2-TZVPD

Cartesian coordinates (Å):
C  -0.95  -0.90  -1.49
O  -2.21  -1.17  -0.98
C  -0.81  0.66  -1.38
C  0.64  0.98  -1.73
C  1.11  0.44  -3.04
C  2.01  -0.51  -3.17
N  -1.05  1.07  0.04
H  -0.86  -1.32  -2.46
H  -0.23  -1.36  -0.92
H  -2.49  -2.20  -1.18
H  -1.36  1.21  -2.15
H  0.64  2.12  -1.68
H  1.36  0.84  -0.99
H  0.76  0.94  -3.92
H  2.20  -0.98  -4.20
H  2.50  -0.89  -2.33
H  -0.43  0.78  0.69
H  -1.92  0.70  0.37
H  4.13  -2.11  -1.13
H  4.11  -1.61  0.36
O  3.89  -2.43  -0.20
H  3.83  1.08  -0.86
H  3.75  2.43  -1.63
O  4.23  1.68  -1.37
H  -0.22  4.41  -0.50
H  -1.14  4.04  -1.68
O  -0.96  3.79  -0.65
H  1.44  -2.37  -0.23
H  2.24  -3.71  -0.16
O  1.35  -3.34  -0.21
H  -3.77  1.10  -0.78
H  -3.72  2.55  -1.39
O  -4.23  1.75  -1.25
H  -1.44  -4.15  0.58
H  -0.50  -4.28  -0.66
O  -1.49  -4.46  -0.34
H  1.05  2.04  2.82
H  0.43  0.71  2.98
O  1.11  1.14  2.43
H  -3.68  1.82  2.69
H  -2.86  0.81  2.20
O  -3.39  0.98  2.94
H  -2.48  -1.69  2.87
H  -1.72  -0.84  1.69
O  -1.69  -1.51  2.35
H  -3.80  -1.64  0.53
H  -4.44  -0.31  1.09
O  -3.61  -0.75  1.01
H  -0.47  -1.84  3.61
H  0.78  -2.24  4.37
O  0.21  -1.44  4.25
H  1.26  3.05  -0.18
H  1.77  3.82  0.95
O  1.53  3.92  0.06
H  3.63  -0.90  1.50
H  2.64  0.27  1.48
O  3.32  -0.19  0.97

Results
largest force on an atom: 0.1004 Eh/bohr
lowest unoccupied orbital energy: 0.0 eV
total charge: 0
frontier orbital gap: 9.30 eV

***

(3)
C5H38NO14 | ωB97M-V/def2-TZVPD

Cartesian coordinates (Å):
C  0.02  -0.19  3.05
O  -0.86  0.92  3.20
C  -0.12  -0.74  1.64
C  -1.51  -1.21  1.21
C  -1.74  -0.65  -0.18
C  -0.56  -0.81  -2.20
N  -0.84  -1.32  -1.09
H  1.07  0.32  3.17
H  -0.04  -0.84  3.93
H  -1.71  0.59  3.48
H  0.71  -1.44  1.47
H  0.24  0.14  1.02
H  -1.50  -2.32  1.29
H  -2.30  -1.08  1.97
H  -2.86  -0.77  -0.45
H  -1.62  0.50  -0.27
H  -0.12  -1.39  -3.04
H  -1.05  0.14  -2.46
H  -0.40  -2.22  -0.71
H  2.71  -0.37  -1.41
H  2.41  -1.50  -2.26
O  1.99  -0.85  -1.65
H  -3.23  1.57  -1.61
H  -4.48  0.96  -2.70
O  -4.00  1.07  -1.83
H  -3.73  -0.22  4.60
H  -4.17  0.64  3.34
O  -3.40  0.32  3.91
H  -0.53  2.52  2.33
H  0.09  3.84  2.76
O  0.09  3.16  1.98
H  1.60  2.00  -0.55
H  0.70  2.92  0.28
O  0.70  2.33  -0.53
H  -0.98  2.68  -4.07
H  -1.36  2.99  -2.58
O  -1.53  2.31  -3.31
H  -5.01  -0.98  -0.19
H  -5.36  0.42  0.38
O  -5.41  -0.58  0.51
H  4.14  0.40  0.15
H  4.96  0.45  -1.04
O  3.99  0.51  -0.80
H  4.34  -2.93  -2.91
H  4.22  -1.53  -3.70
O  3.83  -2.17  -3.13
H  -0.85  5.32  -1.50
H  0.15  3.99  -1.64
O  -0.60  4.52  -2.05
H  0.80  -4.53  -0.08
H  -0.51  -5.42  -0.53
O  -0.17  -4.65  -0.07
H  5.90  0.62  1.85
H  5.48  -0.90  1.79
O  5.37  -0.04  1.38
H  1.60  -2.04  -0.15
H  3.06  -2.07  -0.27
O  2.35  -2.41  0.28

Results
largest force on an atom: 0.1670 Eh/bohr
spin multiplicity: 2
lowest unoccupied orbital energy (alpha / beta): 0.0 / -0.1 eV
<S²>: 0.753
total charge: 0
frontier orbital gap (alpha / beta): 3.47 / 8.66 eV

***

(4)
C5H38NO14S | ωB97M-V/def2-TZVPD

Cartesian coordinates (Å):
C  1.08  -0.93  1.02
C  2.01  -0.84  2.20
O  1.68  -1.94  3.01
C  -0.32  -0.27  1.31
N  -0.39  1.17  1.01
C  -0.46  1.48  -0.43
C  -1.40  2.72  -0.70
S  -1.56  3.10  -2.55
H  1.46  -0.54  0.06
H  0.81  -2.04  0.88
H  3.06  -1.06  1.84
H  1.95  0.21  2.61
H  1.24  -1.52  3.94
H  -1.21  -0.78  0.78
H  -0.46  -0.48  2.47
H  -1.22  1.65  1.42
H  -0.74  0.68  -0.99
H  0.60  1.75  -0.66
H  -2.45  2.39  -0.39
H  -1.16  3.52  -0.03
H  2.67  0.81  -2.13
H  3.73  -0.04  -2.21
O  3.23  0.27  -1.54
H  -0.68  -3.90  -0.51
H  -1.46  -3.54  0.84
O  -1.47  -3.93  0.01
H  -0.37  -0.91  -2.65
H  0.91  -0.47  -1.83
O  0.20  -1.23  -1.95
H  2.11  2.16  3.66
H  0.59  2.00  3.14
O  1.16  2.20  3.91
H  -3.52  -0.06  -1.21
H  -3.44  1.41  -1.56
O  -4.10  0.69  -1.40
H  -3.61  1.98  1.47
H  -3.52  0.89  0.47
O  -3.30  1.06  1.40
H  0.92  2.27  -2.87
H  1.22  1.41  -4.02
O  1.40  1.38  -3.09
H  3.49  -2.54  0.30
H  2.76  -3.22  1.40
O  3.12  -3.33  0.65
H  2.50  1.05  0.75
H  1.69  2.17  1.14
O  2.62  1.88  1.21
H  1.76  -3.83  -0.12
H  0.83  -3.01  -1.27
O  1.06  -3.92  -0.90
H  -2.08  -0.02  -3.05
H  -0.94  0.91  -3.63
O  -1.38  0.07  -3.64
H  -1.54  -1.52  -1.35
H  -2.64  -2.15  -0.86
O  -2.42  -1.35  -1.35
H  -0.33  0.21  4.51
H  1.12  0.48  4.61
O  0.46  -0.25  4.71

Results
largest force on an atom: 0.1903 Eh/bohr
lowest unoccupied orbital energy: 2.4 eV
total charge: -1
frontier orbital gap: 6.84 eV

***

Relative energy (zero: lowest compared OMol25 entry of this formula, charge and spin) across the listed records, respectively: 2.498; 7.261; 3.566; 3.969 eV.
M across the listed records, respectively: 350.3; 335.3; 336.4; 368.4 g/mol.